1.
C39H33CoIN2O6P2S | wB97M-V/def2-TZVPD

CARTESIAN COORDINATES (ANGSTROEM)
Co 0.04 -0.13 -0.12
C -2.64 1.49 1.58
N -2.54 0.26 2.32
C -1.23 -0.06 2.83
P -0.10 -1.24 1.77
C -1.17 -2.74 1.85
C -1.43 -3.51 0.72
C -2.28 -4.60 0.80
C -2.84 -4.98 2.01
C -2.56 -4.25 3.15
C -1.74 -3.13 3.06
C 1.09 -1.40 3.19
C 1.74 -0.29 3.72
C 2.67 -0.44 4.74
C 2.96 -1.70 5.25
C 2.32 -2.81 4.72
C 1.40 -2.66 3.69
C -3.71 -0.38 2.75
C -4.78 -0.54 1.86
C -5.94 -1.16 2.27
C -6.08 -1.66 3.56
C -5.02 -1.50 4.44
C -3.85 -0.86 4.05
P -1.72 1.42 -0.02
C -3.14 1.32 -1.19
C -3.62 0.06 -1.54
C -4.74 -0.07 -2.35
C -5.41 1.06 -2.79
C -4.96 2.32 -2.42
C -3.83 2.44 -1.62
C -1.12 3.13 -0.29
C -0.82 3.52 -1.60
C -0.28 4.76 -1.86
C -0.02 5.65 -0.82
C -0.29 5.26 0.49
C -0.81 4.00 0.75
H -2.26 2.33 2.19
H -3.69 1.71 1.37
H -1.30 -0.52 3.82
H -0.67 0.87 2.97
H -0.98 -3.23 -0.21
H -2.49 -5.17 -0.10
H -3.50 -5.84 2.06
H -2.99 -4.52 4.10
H -1.52 -2.58 3.97
H 1.57 0.70 3.32
H 3.20 0.43 5.09
H 3.69 -1.81 6.04
H 2.54 -3.80 5.09
H 0.94 -3.54 3.25
H -4.67 -0.21 0.84
H -6.74 -1.29 1.55
H -6.98 -2.17 3.86
H -5.10 -1.88 5.45
H -3.05 -0.74 4.76
H -3.11 -0.83 -1.19
H -5.06 -1.06 -2.64
H -6.27 0.96 -3.43
H -5.48 3.20 -2.76
H -3.48 3.43 -1.35
H -0.99 2.83 -2.41
H -0.04 5.04 -2.88
H 0.41 6.62 -1.02
H -0.05 5.92 1.31
H -0.96 3.70 1.78
O -1.28 -0.80 -6.01
C -0.96 -0.67 -4.84
C -1.51 -1.47 -3.67
O -2.36 -2.35 -3.72
C -0.84 -0.94 -2.50
C 0.02 0.13 -2.82
O 0.62 0.78 -1.91
C 0.02 0.35 -4.27
O 0.63 1.18 -4.92
O -1.03 -1.28 -1.27
N 3.13 0.92 0.16
C 2.20 1.66 0.79
O 1.00 1.25 0.93
C 2.56 2.97 1.25
I 4.41 2.92 3.66
H 2.89 -0.07 0.05
H 4.08 1.14 0.38
H 1.82 3.56 1.75
H 3.42 3.46 0.83
S 1.43 -1.82 0.33

Properties
HOMO level (alpha / beta) ... -2.19 / -2.19 eV
Total charge ... -2
Orbital gap (alpha / beta) ... 6.2458 / 6.0727 eV
Multiplicity ... 2
Energy above the lowest of the compared OMol25 structures with the same formula, charge and spin ... 35.4 kJ/mol
DFT total energy ... -4828.3965 Ha

---

2.
C4H6N2S2 | wB97M-V/def2-TZVPD

CARTESIAN COORDINATES (ANGSTROEM)
C 1.22 -0.11 0.15
C 1.20 1.38 -0.26
C -1.22 -0.12 0.13
C -0.02 -0.61 0.87
H 2.03 1.91 0.20
H 1.27 1.47 -1.34
H -0.24 2.85 -0.01
H -1.95 1.67 -0.38
H -0.05 -0.05 1.82
H -0.04 -1.71 0.99
N -0.02 1.94 0.34
N -1.07 1.18 -0.25
S 2.53 -1.02 -0.22
S -2.56 -0.93 -0.23

Properties
HOMO level ... -8.63 eV
SMILES ... S=C1CNNC(=S)C1
Total charge ... 0
Orbital gap ... 8.1665 eV
Energy above the lowest of the compared OMol25 structures with the same formula, charge and spin ... 189.1 kJ/mol
DFT total energy ... -1061.8441 Ha

---

3.
C2H2N5O4 | wB97M-V/def2-TZVPD

CARTESIAN COORDINATES (ANGSTROEM)
C -1.53 -0.60 -0.12
C 0.36 1.08 0.28
N -0.27 -0.95 -0.45
N 0.55 -0.02 -0.19
N -1.70 0.57 0.30
N 1.59 -2.78 0.03
N 0.76 2.44 0.02
O 0.51 -2.76 -0.32
O 2.57 -2.35 0.33
O 1.75 2.59 -0.64
O -0.02 3.26 0.40
H -2.20 -1.36 -0.51
H -2.36 0.88 0.89

Properties
HOMO level (alpha / beta) ... -14.61 / -14.61 eV
Total charge ... +1
Orbital gap (alpha / beta) ... 7.7031 / 7.7012 eV
DFT total energy ... -651.4267 Ha

---

4.
C23H34As3Br4ClI2N2O9Sn | wB97M-V/def2-TZVPD

CARTESIAN COORDINATES (ANGSTROEM)
Sn -2.18 1.09 -0.13
C 0.66 -0.97 2.11
As 0.16 0.78 1.43
C -0.34 1.64 3.11
C 1.86 1.76 1.27
C 2.89 1.56 0.16
C 4.08 2.47 0.50
C 2.38 2.08 -1.20
As 0.91 1.20 -2.18
C 1.97 -0.02 -3.30
C 0.77 2.69 -3.46
C 3.34 0.10 0.03
As 4.36 -0.91 1.40
C 6.18 -0.30 0.92
C 4.29 0.09 3.11
H 1.20 -0.83 3.04
H 1.25 -1.50 1.37
H -0.26 -1.53 2.31
H 0.49 1.54 3.80
H -1.22 1.14 3.49
H -0.56 2.69 2.93
H 2.33 1.57 2.23
H 1.53 2.81 1.28
H 3.76 3.52 0.50
H 4.87 2.37 -0.26
H 4.52 2.25 1.47
H 3.22 2.11 -1.90
H 2.02 3.10 -1.06
H 2.79 0.53 -3.78
H 1.33 -0.46 -4.05
H 2.37 -0.82 -2.67
H 1.76 2.98 -3.83
H 0.30 3.53 -2.95
H 0.14 2.41 -4.30
H 4.01 0.03 -0.84
H 2.49 -0.54 -0.20
H 6.41 -0.66 -0.08
H 6.89 -0.74 1.62
H 6.28 0.79 0.94
H 3.33 -0.06 3.59
H 4.51 1.16 3.05
H 5.05 -0.38 3.74
O -0.33 4.81 1.76
Cl -1.14 4.36 0.66
O -1.67 5.47 -0.05
O -2.22 3.53 1.18
O -0.34 3.53 -0.21
Br -7.71 -2.97 1.62
C -6.13 -1.92 1.70
C -5.32 -1.97 2.82
Br -5.77 -3.06 4.30
C -4.15 -1.19 2.86
Br -2.93 -1.28 4.30
C -3.82 -0.37 1.80
O -2.69 0.32 1.75
C -4.67 -0.29 0.65
O -4.29 0.49 -0.31
C -5.79 -1.10 0.62
Br -6.78 -1.08 -0.99
C -2.92 -4.85 -2.55
C -2.58 -3.50 -1.99
C -2.45 -3.30 -0.63
C -2.16 -2.04 -0.16
N -2.02 -0.99 -0.97
C -2.13 -1.17 -2.28
C -2.40 -2.41 -2.83
H -2.59 -5.64 -1.87
H -2.44 -5.01 -3.52
H -4.00 -4.95 -2.69
H -2.54 -4.11 0.07
H -2.01 -1.85 0.90
H -2.01 -0.29 -2.91
H -2.46 -2.51 -3.90
O 2.43 -3.07 -0.89
N 1.23 -2.87 -1.17
O 0.55 -3.77 -1.70
O 0.71 -1.75 -0.93
I -2.91 2.59 -2.47
I -3.70 3.89 -5.17

Properties
HOMO level ... -2.98 eV
Total charge ... -2
Orbital gap ... 6.0227 eV
Energy above the lowest of the compared OMol25 structures with the same formula, charge and spin ... 272.2 kJ/mol
DFT total energy ... -19956.5707 Ha

---

5.
C4H8O3 | wB97M-V/def2-TZVPD

CARTESIAN COORDINATES (ANGSTROEM)
C -0.17 -0.12 -0.20
C 1.22 0.28 -0.68
C -0.14 -1.37 0.68
C -0.84 1.04 0.63
O -0.57 2.31 0.21
O -1.12 -0.29 -1.23
O -0.10 1.67 1.55
H -0.68 -0.40 -2.08
H -1.89 0.82 0.85
H 1.16 1.14 -1.33
H 1.85 0.52 0.17
H 1.66 -0.54 -1.24
H -1.14 -1.66 0.97
H 0.45 -1.18 1.58
H 0.31 -2.20 0.13

Properties
HOMO level ... -10.42 eV
SMILES ... CC(C)(O)C1OO1
Total charge ... 0
Orbital gap ... 10.8148 eV
Energy above the lowest of the compared OMol25 structures with the same formula, charge and spin ... 424.2 kJ/mol
DFT total energy ... -382.8032 Ha

---

6.
C22H20AsKN2SSe4 | wB97M-V/def2-TZVPD

CARTESIAN COORDINATES (ANGSTROEM)
K -1.56 1.43 -0.90
S 1.67 1.10 -0.66
C 2.61 -0.34 -0.71
C 4.02 -0.33 -0.75
C 4.74 -1.50 -0.73
C 4.09 -2.73 -0.66
C 2.70 -2.77 -0.63
C 1.96 -1.60 -0.66
As 0.02 -1.42 -0.69
C -0.38 -3.35 -0.67
C -0.23 -4.01 -1.89
C -0.49 -5.37 -2.02
C -0.93 -6.09 -0.91
C -1.11 -5.44 0.30
C -0.84 -4.09 0.42
C -0.32 -1.04 1.20
C -1.65 -0.88 1.61
C -1.94 -0.48 2.90
C -0.92 -0.25 3.81
C 0.40 -0.43 3.42
C 0.70 -0.82 2.12
H 4.51 0.64 -0.80
H 5.83 -1.47 -0.76
H 4.66 -3.66 -0.64
H 2.20 -3.73 -0.58
H 0.09 -3.43 -2.75
H -0.37 -5.86 -2.97
H -1.14 -7.15 -1.01
H -1.46 -6.00 1.16
H -0.98 -3.59 1.37
H -2.46 -1.08 0.91
H -2.97 -0.35 3.20
H -1.14 0.09 4.81
H 1.21 -0.25 4.12
H 1.73 -0.95 1.81
Se -4.48 3.86 -0.44
Se -5.67 1.95 0.11
Se -5.80 0.58 -1.75
Se -4.20 -1.09 -1.54
C -0.90 7.51 -0.64
N -0.33 6.18 -0.69
C 1.00 5.83 -0.64
C 1.02 4.46 -0.69
N -0.26 3.98 -0.77
C -1.04 5.03 -0.77
H -0.10 8.24 -0.61
H -1.53 7.63 0.23
H -1.51 7.70 -1.53
H 1.79 6.56 -0.57
H 1.86 3.78 -0.67
H -2.12 5.00 -0.79

Properties
HOMO level ... -0.57 eV
Total charge ... -2
Orbital gap ... 4.6068 eV
Energy above the lowest of the compared OMol25 structures with the same formula, charge and spin ... 17.8 kJ/mol
DFT total energy ... -13799.6142 Ha

---

7.
CH4KN2O | wB97M-V/def2-TZVPD

CARTESIAN COORDINATES (ANGSTROEM)
K 7.55 2.27 31.30
C 10.39 -0.35 26.61
O 9.71 0.42 27.25
N 10.00 -1.39 26.02
N 11.65 -0.32 26.31
H 10.49 -2.00 25.38
H 9.00 -1.47 26.11
H 12.25 0.41 26.67
H 11.97 -0.98 25.61

Properties
HOMO level ... -12.31 eV
Total charge ... +1
Orbital gap ... 7.9590 eV
Energy above the lowest of the compared OMol25 structures with the same formula, charge and spin ... 73.9 kJ/mol
DFT total energy ... -824.9885 Ha

---

8.
C9H19ClNO5 | wB97M-V/def2-TZVPD

CARTESIAN COORDINATES (ANGSTROEM)
C 1.41 1.40 0.01
C 0.16 0.80 0.63
O -0.96 0.83 -0.26
C 0.31 -0.60 1.18
C 0.83 -1.54 0.12
N -0.29 -1.88 -0.81
C 0.30 -2.59 -1.98
O -0.66 -3.35 -2.65
C 1.48 -3.46 -1.57
O 1.48 -3.88 -0.22
C 1.26 -2.87 0.71
Cl 2.70 -2.66 1.77
H 2.31 1.15 0.57
H 1.30 2.48 -0.01
H 1.48 1.07 -1.03
H -0.09 1.45 1.47
H -0.66 1.36 -1.01
H -0.68 -0.94 1.48
H 0.92 -0.58 2.08
H 1.63 -1.07 -0.44
H -0.84 -1.02 -1.10
H -0.92 -2.51 -0.30
H 0.67 -1.83 -2.67
H -1.36 -2.73 -2.95
H 1.40 -4.36 -2.17
H 2.42 -3.00 -1.86
H 0.46 -3.22 1.36
O -3.24 3.91 2.49
C -2.60 3.64 1.38
C -1.43 4.76 1.03
O -0.79 4.47 -0.10
H -3.21 3.60 0.45
H -2.01 2.69 1.35
H -0.80 4.77 1.95
H -1.97 5.73 1.07

Properties
HOMO level ... -0.61 eV
Total charge ... -1
Orbital gap ... 2.0784 eV
Energy above the lowest of the compared OMol25 structures with the same formula, charge and spin ... 0.0 kJ/mol
DFT total energy ... -1245.2282 Ha

---

9.
C32H48BF4O24 | wB97M-V/def2-TZVPD

CARTESIAN COORDINATES (ANGSTROEM)
B 9.52 16.13 9.85
F 10.53 16.27 8.89
F 8.58 15.18 9.42
F 10.10 15.72 11.04
F 8.83 17.31 9.97
C 12.24 18.84 9.23
C 13.20 20.02 8.63
C 12.55 20.84 7.54
O 12.61 22.20 7.97
C 13.11 22.22 9.19
O 13.36 23.35 9.72
O 13.46 20.97 9.67
H 11.70 18.31 8.44
H 11.48 19.15 9.94
H 12.81 18.08 9.77
H 14.12 19.53 8.29
H 11.53 20.50 7.35
H 13.02 20.68 6.57
C 7.52 19.20 13.55
C 9.00 19.44 13.84
C 9.99 19.13 12.69
O 10.19 20.42 12.19
C 9.82 21.38 12.99
O 9.92 22.55 12.73
O 9.25 20.83 14.02
H 7.40 18.15 13.28
H 7.09 19.75 12.71
H 6.95 19.40 14.46
H 9.29 18.88 14.73
H 9.42 18.41 12.11
H 10.90 18.69 13.09
C 8.22 20.87 7.33
C 8.16 19.94 6.03
C 8.34 18.54 6.21
O 7.48 17.96 5.28
C 6.48 18.79 5.01
O 5.50 18.51 4.37
O 6.86 19.99 5.62
H 7.85 21.88 7.15
H 9.25 21.03 7.64
H 7.60 20.59 8.18
H 8.82 20.28 5.23
H 8.13 18.29 7.25
H 9.37 18.27 5.99
C 12.04 13.32 12.71
C 13.39 13.68 12.10
C 13.25 14.30 10.69
O 14.37 15.16 10.70
C 14.71 15.51 11.99
O 15.47 16.46 12.27
O 14.08 14.73 12.78
H 11.38 12.77 12.04
H 11.56 14.21 13.12
H 12.20 12.77 13.64
H 14.00 12.78 11.99
H 12.31 14.85 10.56
H 13.30 13.40 10.08
C 4.52 19.56 9.20
C 5.14 18.12 9.32
C 5.26 17.71 10.74
O 4.78 16.40 10.73
C 4.08 16.19 9.62
O 3.50 15.13 9.37
O 4.30 17.12 8.75
H 3.47 19.56 9.50
H 4.50 19.84 8.15
H 5.10 20.25 9.82
H 6.09 18.00 8.80
H 4.55 18.23 11.38
H 6.29 17.88 11.06
C 13.98 14.19 6.59
C 13.68 15.46 5.70
C 12.91 16.58 6.46
O 13.50 17.75 6.00
C 14.81 17.47 5.72
O 15.69 18.27 5.72
O 14.90 16.10 5.58
H 13.12 13.52 6.61
H 14.27 14.45 7.61
H 14.85 13.66 6.19
H 13.20 15.26 4.75
H 12.68 16.26 7.48
H 11.89 16.61 6.06
C 9.04 13.58 6.75
C 10.48 13.40 7.39
C 10.42 13.00 8.84
O 11.42 11.95 8.93
C 11.67 11.51 7.68
O 12.44 10.59 7.35
O 11.00 12.26 6.80
H 9.07 13.66 5.67
H 8.63 14.50 7.17
H 8.40 12.71 6.91
H 11.22 14.19 7.28
H 9.39 12.73 9.06
H 10.69 13.88 9.42
C 6.37 12.89 11.99
C 7.42 13.98 12.34
C 6.78 15.25 12.97
O 7.76 15.64 13.88
C 8.55 14.62 14.22
O 9.46 14.55 15.06
O 8.29 13.57 13.29
H 6.93 12.17 11.39
H 5.59 13.32 11.36
H 6.02 12.39 12.88
H 8.09 14.28 11.54
H 5.78 15.04 13.33
H 6.75 15.94 12.13

Properties
HOMO level ... -8.56 eV
Total charge ... -1
Orbital gap ... 10.4537 eV
DFT total energy ... -3478.6041 Ha

---

no.,M (g mol⁻¹)
1,905.55
2,146.24
3,160.07
4,1434.88
5,104.10
6,774.34
7,99.15
8,256.71
9,903.52